Entry 1:
{"formula": "C8H18MgNO9S2", "method": "wB97M-V/def2-TZVPD", "largest_force_ev_per_a": 10.97, "total_charge": -1, "gap_ha": 0.178, "lumo_ha": 0.0693, "symbols": ["Mg", "N", "O", "O", "O", "C", "O", "O", "O", "C", "S", "O", "C", "H", "H", "H", "H", "H", "H", "C", "S", "O", "C", "H", "H", "H", "H", "H", "H", "C", "C", "O", "C", "H", "H", "H", "H", "H", "H"], "xyz": [[-37.32895, -27.54147, 6.26893], [-38.03298, -29.63337, 3.89347], [-38.55410, -29.07148, 2.90705], [-37.59148, -28.92423, 4.82718], [-37.95903, -30.87467, 3.94888], [-35.55586, -26.34482, 6.55302], [-36.10151, -26.17098, 5.38040], [-36.48968, -26.09648, 7.43032], [-35.30537, -27.65457, 6.55921], [-40.72637, -28.81564, 7.77344], [-39.12186, -28.93728, 8.67853], [-38.04861, -28.60882, 7.68663], [-39.42446, -27.48524, 9.64855], [-41.47751, -28.63662, 8.54664], [-40.96169, -29.73630, 7.24492], [-40.78375, -27.96739, 7.09668], [-40.14137, -27.63638, 10.45747], [-39.74992, -26.63620, 9.04611], [-38.52521, -27.13103, 10.15603], [-40.85615, -24.88929, 6.40526], [-39.38859, -25.39614, 5.48062], [-38.96425, -26.73784, 6.02338], [-40.20348, -25.84378, 3.91814], [-41.54009, -24.14769, 5.99140], [-40.57125, -24.52044, 7.39184], [-41.52550, -25.72641, 6.62894], [-40.83959, -26.69147, 4.17570], [-39.47063, -26.12124, 3.16492], [-40.85279, -25.04913, 3.54911], [-35.29055, -32.98328, 5.10983], [-34.73927, -31.60525, 5.41454], [-34.03130, -31.05926, 4.59633], [-35.20950, -30.90141, 6.65845], [-35.14967, -33.34213, 4.09083], [-36.38158, -32.94172, 5.18902], [-34.92528, -33.76066, 5.78482], [-35.72426, -31.54958, 7.36252], [-35.87725, -30.15900, 6.21372], [-34.42016, -30.27454, 7.06978]], "lowdin_charge": [0.42, -0.56, -0.03, -0.07, -0.02, -0.69, -0.18, -0.19, -0.18, -0.22, 0.95, -0.51, -0.27, 0.05, 0.06, 0.03, 0.06, 0.05, 0.07, -0.26, 0.97, -0.54, -0.21, 0.06, 0.05, 0.05, 0.06, 0.06, 0.05, -0.04, -0.50, 0.06, -0.01, 0.07, 0.07, 0.07, 0.08, 0.07, 0.09]}


Entry 2:
{"formula": "C8H18N2O3S", "method": "wB97M-V/def2-TZVPD", "largest_force_ev_per_a": 5.08, "gap_ha": 0.308, "relative_energy_kj_mol": 282.6, "lumo_ha": 0.0088, "symbols": ["C", "O", "C", "N", "S", "O", "O", "H", "H", "H", "C", "C", "N", "C", "C", "C", "C", "H", "H", "H", "H", "H", "H", "H", "H", "H", "H", "H", "H", "H", "H", "H"], "xyz": [[5.27616, 0.18749, 0.63013], [3.91491, 0.28396, 0.90826], [3.19876, -0.74330, 0.62126], [1.93640, -0.82271, 0.80128], [1.89731, -2.09058, -0.32151], [1.40752, -3.33812, 0.28197], [3.68545, -1.81070, 0.02450], [5.84014, -0.56184, 1.27062], [5.74199, 1.03693, 0.95044], [5.59491, 0.01693, -0.36984], [-1.13815, -0.76514, -2.23335], [-1.99608, -0.01213, -1.28903], [-1.31080, 0.56832, -0.19378], [-1.74464, -0.11395, 1.09404], [-1.49174, -1.56181, 1.03276], [-1.35334, 1.99170, -0.09414], [-2.67474, 2.75774, 0.25045], [-0.81430, -1.78731, -1.73754], [-1.87296, -1.06297, -3.08912], [-0.17316, -0.33397, -2.65677], [-2.74741, -0.62267, -0.91226], [-2.48617, 0.89144, -1.85257], [-1.02041, 0.35693, 1.91447], [-2.78562, -0.02217, 1.17109], [-0.38793, -1.66948, 0.68879], [-1.78587, -2.04604, 1.98639], [-2.12201, -2.06682, 0.18957], [-0.58707, 2.21704, 0.69972], [-0.95712, 2.39750, -0.96461], [-3.43416, 1.98015, 0.65869], [-2.38127, 3.53382, 0.99169], [-3.22859, 3.21176, -0.45159]], "lowdin_charge": [-0.05, 0.06, -0.74, -0.04, 1.04, -0.41, -0.12, 0.13, 0.06, 0.09, -0.11, -0.34, -0.20, -0.26, -0.12, -0.27, -0.06, 0.08, 0.10, 0.09, 0.07, 0.15, 0.16, 0.08, 0.04, 0.09, 0.10, 0.12, 0.08, 0.10, 0.08, 0.00]}


Entry 3:
{"formula": "C8H18N2S2", "method": "wB97M-V/def2-TZVPD", "largest_force_ev_per_a": 5.04, "total_charge": 2, "gap_ha": [0.298, 0.298], "relative_energy_kj_mol": 88.5, "lumo_ha": [-0.2600, -0.2600], "symbols": ["C", "C", "C", "C", "C", "C", "C", "C", "N", "N", "S", "S", "H", "H", "H", "H", "H", "H", "H", "H", "H", "H", "H", "H", "H", "H", "H", "H", "H", "H"], "xyz": [[0.85243, -1.45870, 2.11988], [-0.78259, -0.80537, -1.75400], [0.09720, -0.61269, -2.98858], [0.84597, 0.86299, -1.29916], [0.17105, -0.39028, -0.64799], [0.84915, 1.70532, 2.02553], [-0.54434, 1.23654, 1.39245], [-0.51531, -0.11901, 0.73685], [0.56119, 0.78099, -2.76873], [-1.84246, -0.86634, 0.89151], [1.83231, -2.31098, 1.27825], [0.12414, -1.43980, 3.59183], [-1.66163, -0.07245, -1.72633], [-1.02868, -1.90862, -1.71968], [0.99164, -1.15439, -2.91938], [-0.45607, -0.67069, -4.01913], [0.54550, 1.68453, -0.79308], [1.96695, 0.75841, -1.29473], [0.96030, -1.11920, -0.43375], [0.84861, 2.68140, 2.43577], [1.53777, 1.86237, 1.23390], [0.97835, 0.95769, 2.67934], [-1.15471, 1.23021, 2.22713], [-0.88793, 2.14405, 0.76863], [1.40711, 0.96615, -3.26238], [-0.17164, 1.51363, -2.91272], [-1.79720, -1.78598, 0.62347], [-2.68322, -0.32598, 0.40210], [-1.93650, -0.95208, 1.94519], [0.89261, -2.39172, 4.18782]], "lowdin_charge": [-1.15, -0.13, -0.08, -0.04, -0.29, -0.02, -0.20, -0.25, 0.07, 0.20, 0.87, 0.88, 0.16, 0.16, 0.13, 0.19, 0.08, 0.17, 0.03, 0.09, 0.07, -0.01, 0.08, 0.15, 0.18, 0.21, 0.11, 0.24, 0.15, -0.04]}


Entry 4:
{"formula": "C8H18N4", "method": "wB97M-V/def2-TZVPD", "largest_force_ev_per_a": 3.00, "gap_ha": 0.347, "relative_energy_kj_mol": 287.0, "lumo_ha": 0.0287, "symbols": ["H", "N", "C", "N", "N", "C", "C", "H", "H", "H", "H", "H", "H", "H", "H", "C", "C", "C", "N", "C", "C", "H", "H", "H", "H", "H", "H", "H", "H", "H"], "xyz": [[0.64096, 3.94889, 0.54893], [0.42250, 3.00817, 0.89392], [1.34399, 2.62739, 1.70880], [1.28735, 1.45199, 2.44977], [0.29628, 0.52602, 2.04652], [0.04013, -0.48065, 3.07599], [-1.14717, -1.36839, 2.73185], [2.20244, 3.24282, 1.95946], [2.21348, 1.03655, 2.56518], [0.61342, 0.08703, 1.17850], [0.94050, -1.10195, 3.23107], [-0.15406, 0.03413, 4.04736], [-2.07561, -0.79399, 2.63083], [-0.98019, -1.87325, 1.77833], [-1.28876, -2.11940, 3.52258], [1.63120, -2.69230, -1.30174], [1.09896, -1.89298, -2.05648], [0.48691, -0.85410, -2.85106], [-0.84767, -0.54627, -2.41324], [-0.81205, 0.22030, -1.19647], [-1.57162, 0.10328, -3.46429], [1.84905, -3.47984, -0.61749], [1.10301, 0.06579, -2.83390], [0.47399, -1.17608, -3.88556], [-0.25661, -0.31022, -0.40928], [-1.85385, 0.33252, -0.82419], [-0.35186, 1.23279, -1.32109], [-1.66459, -0.57295, -4.30934], [-2.56430, 0.30761, -3.05346], [-1.07583, 1.03709, -3.83151]], "lowdin_charge": [0.03, 0.07, -0.31, -0.06, -0.08, -0.29, -0.10, 0.11, 0.12, 0.09, 0.10, 0.12, 0.08, 0.06, 0.07, 0.11, -0.12, -0.27, -0.30, -0.11, -0.12, 0.02, 0.13, 0.12, 0.05, 0.10, 0.09, 0.08, 0.09, 0.10]}


Entry 5:
{"formula": "C8H18N4", "method": "wB97M-V/def2-TZVPD", "spin_multiplicity": 3, "largest_force_ev_per_a": 8.32, "total_charge": 2, "gap_ha": [0.191, 0.284], "relative_energy_kj_mol": 323.0, "s2": 2.0055, "lumo_ha": [-0.2866, -0.3909], "symbols": ["C", "C", "C", "C", "C", "C", "C", "C", "N", "N", "N", "N", "H", "H", "H", "H", "H", "H", "H", "H", "H", "H", "H", "H", "H", "H", "H", "H", "H", "H"], "xyz": [[-2.19721, -1.17259, 1.04751], [0.96437, -0.57497, 0.68137], [0.36934, 0.17598, -2.17780], [0.24364, 2.60389, -2.21922], [1.67813, -2.70164, 0.11709], [0.01524, 0.91725, 2.27088], [0.17812, 1.57353, -0.12443], [0.18133, 1.38452, -1.42572], [-1.49010, -0.12703, 0.57569], [-2.21455, -1.79321, 2.19547], [0.61184, -1.67044, 0.30124], [-0.14980, 0.41787, 0.87297], [-2.90289, -1.71112, 0.40114], [0.06075, -0.72756, -1.67965], [1.42705, 0.13672, -2.13025], [0.07418, 0.27139, -3.22305], [1.11655, 2.46890, -2.80247], [-0.49352, 2.62920, -3.02100], [0.27486, 3.46726, -1.61360], [2.13209, -2.74494, -0.87355], [2.42753, -2.59967, 0.84495], [1.08248, -3.57786, 0.18318], [-0.83368, 1.63279, 2.36684], [-0.04017, 0.08769, 2.89432], [1.01821, 1.45174, 2.37187], [1.95482, -0.24689, 0.96796], [0.05459, 2.51459, 0.22751], [-1.90699, 0.48419, -0.16982], [-2.95872, -2.48439, 2.27390], [-1.59463, -1.75429, 3.06901]], "lowdin_charge": [-0.09, -0.17, -0.02, 0.01, -0.01, 0.04, 0.07, -0.34, 0.13, 0.22, 0.06, -0.19, 0.18, 0.07, 0.11, 0.13, 0.11, 0.13, 0.09, 0.11, 0.08, 0.08, 0.14, 0.07, 0.16, 0.17, 0.12, 0.20, 0.15, 0.19]}


Entry 6:
{"formula": "C8H18N5S", "method": "wB97M-V/def2-TZVPD", "largest_force_ev_per_a": 5.56, "total_charge": 1, "gap_ha": 0.267, "relative_energy_kj_mol": 398.1, "lumo_ha": -0.1166, "symbols": ["C", "C", "C", "C", "C", "C", "C", "C", "N", "N", "N", "N", "N", "S", "H", "H", "H", "H", "H", "H", "H", "H", "H", "H", "H", "H", "H", "H", "H", "H", "H", "H"], "xyz": [[4.10185, 0.71061, -2.45432], [3.28724, -0.09760, -3.10414], [-3.19750, 1.39607, -1.77229], [1.44967, -0.65637, 2.21440], [-0.71997, -1.85526, 3.09064], [-1.73600, 1.20105, -1.93809], [-0.05945, -0.80370, 2.17030], [-0.84568, 0.11792, 0.03003], [3.65905, 1.45172, -1.34172], [2.68136, 1.05572, -0.69298], [1.85212, 0.10454, -0.86419], [-1.22130, 0.01875, -1.24034], [-0.52479, -0.86498, 0.83399], [1.68223, -0.58359, -2.40524], [5.07896, 0.88203, -2.70544], [3.56512, -0.72392, -4.04174], [-3.44644, 2.31223, -2.29763], [-3.82601, 0.67615, -2.26272], [-3.66689, 1.52725, -0.86313], [1.85399, -1.63581, 2.38386], [1.66928, -0.30524, 1.26666], [1.79693, -0.00508, 3.01408], [-1.93064, -1.67176, 3.22830], [-0.43378, -1.89945, 4.09738], [-0.74235, -2.86402, 2.49382], [-1.52677, 0.93756, -3.08174], [-1.04100, 2.00089, -1.76783], [-0.48928, 0.21518, 2.66416], [-0.75874, 1.18978, 0.42608], [-1.58380, -0.85409, -1.50393], [2.68609, 1.43851, 0.32813], [-0.42226, -1.70899, 0.22866]], "lowdin_charge": [-0.19, -0.36, -0.08, -0.03, -0.06, -0.22, -0.44, -0.13, 0.03, -0.19, -0.37, 0.02, 0.06, 0.84, 0.08, 0.11, 0.09, 0.08, 0.06, 0.09, 0.00, 0.10, 0.13, 0.05, 0.11, 0.17, 0.11, 0.19, 0.20, 0.14, 0.21, 0.19]}


Entry 7:
{"formula": "C8H18NO", "method": "wB97M-V/def2-TZVPD", "spin_multiplicity": 3, "largest_force_ev_per_a": 7.01, "total_charge": 1, "gap_ha": [0.301, 0.222], "relative_energy_kj_mol": 182.6, "s2": 2.0073, "lumo_ha": [-0.0959, -0.2895], "symbols": ["C", "C", "C", "C", "C", "C", "C", "C", "N", "O", "H", "H", "H", "H", "H", "H", "H", "H", "H", "H", "H", "H", "H", "H", "H", "H", "H", "H"], "xyz": [[-1.37427, 0.52834, 0.45954], [-0.22393, 1.27759, -0.08805], [-2.09516, -0.43588, -0.47516], [1.50090, -0.47016, 0.42087], [-3.48750, -0.66302, -0.23421], [0.79500, -1.40626, 1.21827], [3.03532, -0.72014, 0.42912], [2.19821, 1.48468, -0.79842], [1.13804, 0.68298, -0.17432], [-1.95216, 0.17046, -1.77915], [-0.98952, 0.06630, 1.32617], [-2.14342, 1.40791, 0.74200], [-0.37461, 1.73474, -1.04910], [0.06436, 2.11590, 0.49961], [-3.53299, -1.64820, -0.79789], [-4.17785, 0.23959, -0.44518], [-3.71889, -0.84291, 0.84529], [1.07441, -2.29107, 0.65306], [-0.31634, -1.49186, 1.09433], [1.20216, -1.47629, 2.20065], [3.56356, 0.10310, 0.98256], [3.42074, -0.91598, -0.59146], [3.29349, -1.49524, 1.16844], [1.88410, 2.46476, -0.76308], [3.18144, 1.29774, -0.35681], [2.32983, 1.10649, -1.86390], [-1.52419, -1.47799, -0.52521], [-2.77072, 0.65439, -2.09798]], "lowdin_charge": [-0.14, -0.10, -0.49, -0.29, -0.07, -0.05, -0.04, 0.04, 0.03, -0.08, 0.08, 0.20, 0.14, 0.15, 0.12, 0.13, 0.11, 0.12, 0.08, 0.10, 0.10, 0.11, 0.09, 0.08, 0.09, 0.17, 0.18, 0.13]}


Entry 8:
{"formula": "C8H18NOS", "method": "wB97M-V/def2-TZVPD", "largest_force_ev_per_a": 4.78, "total_charge": 1, "gap_ha": [0.315, 0.206], "relative_energy_kj_mol": 492.4, "lumo_ha": [-0.1937, -0.2406], "symbols": ["C", "C", "C", "C", "C", "C", "C", "C", "N", "O", "S", "H", "H", "H", "H", "H", "H", "H", "H", "H", "H", "H", "H", "H", "H", "H", "H", "H", "H"], "xyz": [[2.66090, 2.48048, -2.03376], [1.16893, 2.21615, -2.20532], [1.78264, 2.27373, -0.79190], [-1.55665, -2.59179, 1.55902], [-0.31713, -0.69937, 2.43320], [-0.59866, -1.05372, -1.19727], [-1.90209, 0.31664, 0.50792], [-0.46585, -1.54658, 1.15361], [-0.77077, -0.62360, 0.12732], [2.16679, -0.40217, -0.60657], [1.85808, 0.76290, 0.12786], [3.35599, 1.78288, -2.20151], [3.10778, 3.45350, -2.11906], [0.58695, 2.95894, -2.67604], [0.92242, 1.18286, -2.60076], [1.51319, 3.11730, -0.13919], [-1.75934, -3.07362, 0.69499], [-1.05264, -3.16568, 2.20923], [-2.40701, -2.10760, 1.94735], [0.32031, 0.19369, 2.25555], [0.27959, -1.25653, 3.18106], [-1.20270, -0.33449, 2.88086], [-1.03548, -1.96987, -1.44192], [-1.06046, -0.38245, -2.04581], [0.38100, -0.95531, -1.63477], [-2.42505, 0.51824, -0.49073], [-2.65432, -0.19774, 1.14224], [-1.37946, 1.07129, 1.20105], [0.48302, -1.96808, 0.76334]], "lowdin_charge": [-0.09, -0.10, -0.45, 0.03, -0.08, -0.08, 0.01, -0.38, -0.18, -0.45, 1.05, 0.06, 0.12, 0.10, 0.11, 0.12, 0.05, 0.06, 0.08, 0.05, 0.11, 0.07, 0.09, 0.14, 0.07, 0.12, 0.09, 0.12, 0.16]}